# 1
C5H9NO4 | ωB97M-V/def2-TZVPD

Geometry (Å):
C: 0.28275 1.84764 1.04880
C: 0.85443 0.51637 0.67895
N: 1.50582 -0.74000 -1.45402
O: 0.84464 0.40690 -0.90626
O: 1.64236 -0.14455 1.27793
H: 1.99059 -0.41941 -2.29528
H: 2.21131 -1.03848 -0.77408
H: 0.28577 1.97392 2.13810
H: -0.75367 1.86753 0.70959
H: 0.84237 2.64168 0.55982
C: -0.85588 0.52528 -2.16618
C: -1.31953 -0.83059 1.25081
C: -0.89685 -1.96889 0.70952
O: -1.71990 0.80003 -1.40860
O: -0.48761 0.18435 -3.22094
H: -1.94798 -0.16281 0.64415
H: -1.22018 -0.64356 2.31033
H: -0.26491 -2.65828 1.24798
H: -0.99353 -2.15713 -0.35062

## Properties
- energy relative to the best compared isomer or geometry (same formula, charge and spin) (kcal/mol) = 93.0
- spin multiplicity = 1
- orbital gap (eV) = 10.1
- structure (SMILES) = CC(=O)ON.O=C=O.C=C

---

# 2
C5H10O | ωB97M-V/def2-TZVPD

Geometry (Å):
C: -1.02310 0.35369 0.09021
C: -1.04519 -1.16459 0.32427
C: 0.40890 -1.10461 0.79017
C: 1.28942 -0.79076 -0.37276
C: 0.53865 0.32259 0.31066
O: 0.51955 2.16425 -1.63774
H: -1.46349 0.90515 0.92808
H: -1.57679 0.69033 -0.80874
H: -0.05986 1.48117 -1.28143
H: -1.78172 -1.51967 1.04297
H: -1.15648 -1.72141 -0.61271
H: 0.77361 -1.47763 1.73765
H: 2.35860 -0.83938 -0.16047
H: 1.03869 -1.11185 -1.38242
H: 1.13581 1.11348 0.76472
H: 0.58936 2.78367 -0.90348

## Properties
- energy relative to the best compared isomer or geometry (same formula, charge and spin) (kcal/mol) = 54.3
- spin multiplicity = 1
- orbital gap (eV) = 10.8
- structure (SMILES) = C1C[C@H]2C[C@@H]12.O

---

# 3
H6N4O2P | ωB97M-V/def2-TZVPD

Geometry (Å):
N: -0.85077 -1.74737 1.04595
N: 0.20380 1.78090 -1.28226
N: -0.64859 -1.02863 -0.14726
N: 1.15878 1.58364 -0.10668
O: 2.17356 -0.19195 1.46082
O: 2.27795 -0.44071 -1.09451
P: 1.58601 0.03105 0.13141
H: 0.12827 -1.74359 1.44714
H: -1.50777 -1.13866 1.60696
H: 0.75127 1.99672 -2.09161
H: -0.15964 0.73219 -1.36911
H: -0.59108 -1.59574 -1.03123
H: 0.87756 2.08572 0.70731

## Properties
- energy relative to the best compared isomer or geometry (same formula, charge and spin) (kcal/mol) = 44.2
- spin multiplicity = 1
- total charge = -1
- orbital gap (eV) = 8.0

---

# 4
CH3O4P | ωB97M-V/def2-TZVPD

Geometry (Å):
C: 0.21634 1.36187 0.22511
O: -0.76449 -1.50567 -1.14604
O: -1.13383 -1.73720 0.20703
O: 0.61951 -1.50886 -0.91497
O: 0.44211 0.59136 1.27873
P: 0.45496 -1.71175 0.72424
H: -0.16334 2.26466 0.49528
H: -0.66965 0.81647 -0.35866
H: 0.99838 1.42912 -0.51073

## Properties
- energy relative to the best compared isomer or geometry (same formula, charge and spin) (kcal/mol) = 224.3
- spin multiplicity = 1
- orbital gap (eV) = 7.6

---

# 5
C5H8N | ωB97M-V/def2-TZVPD

Geometry (Å):
C: 2.05376 -0.15846 0.17737
C: 0.77069 0.08930 -0.11647
C: 3.23066 -0.14490 0.74922
C: -0.13147 0.65320 -0.90911
C: -1.85826 -0.53320 0.33683
N: -1.55409 0.57232 -0.54433
H: 3.15796 -0.89794 1.68141
H: 4.17560 0.22900 0.36900
H: -0.11091 0.62731 -1.95515
H: -1.43312 -0.48884 1.39153
H: -2.94931 -0.58909 0.29645
H: -1.41398 -1.53009 -0.15249
H: -1.60903 1.44190 -0.04101
H: -2.32849 0.72950 -1.28325

## Properties
- energy relative to the best compared isomer or geometry (same formula, charge and spin) (kcal/mol) = 109.8
- spin multiplicity = 1
- total charge = +1
- orbital gap (eV) = 9.2
- structure (SMILES) = C=C=C=C[NH2+]C

---

# 6
C6H10N2 | ωB97M-V/def2-TZVPD

Geometry (Å):
C: -0.54701 -1.81568 -1.13116
C: 1.09410 1.29963 -1.22839
C: 0.34636 0.42513 -0.30661
C: -0.76777 0.44410 0.53324
C: 0.84742 0.10168 1.44360
C: -1.76707 1.06975 1.21524
N: -0.69298 -0.51732 -0.51288
N: 1.32829 -0.99518 1.88220
H: 1.02393 -1.80058 1.33639
H: 1.10151 1.04302 1.94235
H: 0.45493 -2.23004 -0.98884
H: -0.75412 -1.71661 -2.19995
H: -1.27872 -2.50123 -0.69812
H: 1.82296 0.73341 -1.81304
H: 1.63381 2.06611 -0.66799
H: 0.40225 1.80115 -1.91742
H: -1.67210 2.11383 1.48553
H: -2.57580 0.47883 1.62583

## Properties
- energy relative to the best compared isomer or geometry (same formula, charge and spin) (kcal/mol) = 147.4
- spin multiplicity = 1
- orbital gap (spin up / spin down) (eV) = 8.2 / 8.2

---

# 7
C24H27N3O5 | ωB97M-V/def2-TZVPD

Geometry (Å):
O: -5.75144 -1.24926 1.03958
C: -5.08855 -0.40084 0.30242
N: -4.44944 -0.54474 -0.88718
H: -4.04828 0.07335 -1.34713
C: -4.20119 -2.15580 -1.41412
C: -2.81638 -2.26122 -0.91085
C: -1.89596 -2.22655 -1.79946
C: -0.48224 -2.19328 -1.78474
C: -0.10972 -2.36495 -0.44588
C: -0.96443 -2.49789 0.64871
C: -2.40674 -2.14576 0.37225
H: -3.19534 -2.30646 1.03435
H: -0.67145 -2.77185 1.57058
H: 1.01424 -2.39487 -0.07970
H: 0.26340 -2.18008 -2.57979
H: -2.18841 -1.99114 -2.86585
H: -4.80819 -2.83067 -0.62918
H: -4.46940 -2.16241 -2.24600
C: -5.03547 1.15576 0.75501
C: -3.79272 1.21523 1.61213
N: -2.93369 1.56855 0.31948
C: -3.69042 2.26520 -0.45289
O: -3.10985 2.75546 -1.56369
C: -5.11740 2.17622 -0.08044
H: -5.34481 3.27091 -0.09503
H: -5.58053 1.95604 -1.14566
C: -1.50477 1.09592 0.43257
C: -0.84721 1.15604 1.60760
C: 0.37336 0.60222 1.78832
C: 1.22186 0.53004 0.57331
C: 0.57571 0.99711 -0.75437
C: -0.79797 1.20551 -0.86787
H: -1.19685 1.51035 -1.66360
H: 1.12291 0.71522 -1.63367
O: 2.47219 0.15192 0.42309
C: 3.20064 -0.01117 1.63122
C: 4.57568 -0.74327 1.06357
O: 4.85750 -1.86985 1.78862
N: 5.38492 0.15330 0.66452
C: 5.00742 1.57536 0.27273
H: 4.22851 1.71515 0.66897
C: 5.03991 1.52267 -1.11707
H: 4.95813 2.41897 -1.71559
O: 6.38052 0.85628 -1.79125
C: 6.59761 -0.24695 -1.43170
H: 7.84457 -0.63261 -1.75984
C: 6.76873 -0.48225 0.21361
H: 6.95059 -1.54451 0.55718
H: 7.50420 0.35712 0.47432
H: 5.82444 -0.94452 -1.70878
H: 4.39909 0.85574 -1.78822
H: 5.92463 2.15896 0.51544
H: 3.44406 0.66809 2.22165
H: 2.68083 -1.12546 2.16107
H: 1.01999 0.35073 2.74828
H: -1.38291 1.14712 2.78002
H: -3.80219 1.86754 2.21570
H: -3.51346 0.22464 1.97522
H: -5.92332 1.30046 1.55097

## Properties
- energy relative to the best compared isomer or geometry (same formula, charge and spin) (kcal/mol) = 543.6
- spin multiplicity = 1
- orbital gap (eV) = 8.6

---

# 8
C36H34ClFeN8PSSe | ωB97M-V/def2-TZVPD

Geometry (Å):
Fe: -1.55148 0.02622 1.09940
N: -1.95137 1.93205 -2.43047
C: -1.43468 3.09139 -1.87870
C: -1.38355 4.39638 -2.35981
C: -0.72888 5.31597 -1.57028
C: -0.11200 4.94068 -0.36505
C: -0.16162 3.64321 0.09951
C: -0.87986 2.70822 -0.65582
N: -1.07847 1.33191 -0.47726
C: -1.70545 0.92589 -1.57520
C: -2.08896 -0.46571 -1.69654
C: -2.56661 -1.16862 -2.75694
S: -2.81781 -2.78928 -2.29822
C: -2.27325 -2.43687 -0.73056
N: -1.92427 -1.19131 -0.53495
H: -2.39842 1.85439 -3.33076
H: -1.82519 4.67796 -3.30628
H: -0.66602 6.34501 -1.89609
H: 0.43158 5.68683 0.19836
H: 0.39020 3.36752 0.99011
H: -2.76249 -0.83172 -3.76262
H: -2.22463 -3.19320 0.03623
Cl: 1.14578 -0.34201 2.04837
C: 2.70607 0.16890 1.41718
C: 3.58997 0.70587 2.33356
C: 4.82734 1.16515 1.89896
C: 5.17161 1.09893 0.55650
C: 4.28235 0.55471 -0.35433
C: 3.03929 0.06405 0.06820
P: 2.01790 -0.77555 -1.12458
C: 2.15410 -0.04742 -2.73076
C: 2.57226 -0.77762 -3.85233
C: 2.69880 -0.13422 -5.07069
C: 2.40415 1.22039 -5.18074
C: 1.98101 1.94666 -4.07048
C: 1.85043 1.31911 -2.84739
C: 2.27122 -2.52502 -1.09761
C: 1.51478 -3.33795 -1.95321
C: 1.72646 -4.70380 -1.96538
C: 2.67785 -5.26561 -1.11782
C: 3.41050 -4.46461 -0.24775
C: 3.20493 -3.09583 -0.22364
H: 3.31375 0.77298 3.37681
H: 5.51879 1.58398 2.61787
H: 6.13263 1.46214 0.21960
H: 4.55459 0.48858 -1.39996
H: 2.82981 -1.82432 -3.76730
H: 3.04507 -0.68563 -5.93418
H: 2.51389 1.71622 -6.13613
H: 1.76415 3.00231 -4.16263
H: 1.53044 1.88501 -1.97885
H: 0.78150 -2.89484 -2.61694
H: 1.16416 -5.33472 -2.64063
H: 2.85376 -6.33313 -1.14159
H: 4.15763 -4.90742 0.39748
H: 3.79011 -2.47193 0.43984
N: -1.24911 1.53577 2.49208
C: -2.33618 2.33333 3.12601
C: -3.48003 2.61878 2.17383
C: -4.32671 1.40115 1.85820
N: -3.60366 0.38792 1.03391
H: -0.61762 1.22596 3.22684
H: -0.69510 2.19189 1.95200
H: -1.91749 3.26942 3.49789
H: -2.70169 1.79022 3.99942
H: -3.10848 3.08279 1.25376
H: -4.12808 3.35945 2.64587
H: -5.23213 1.70569 1.33287
H: -4.65547 0.92602 2.78331
H: -3.79901 0.60768 0.06000
H: -4.03644 -0.52162 1.17691
Se: 0.09805 -4.72732 1.83689
N: -0.74237 -4.82426 3.37104
C: -1.37279 -3.67658 3.54036
C: -2.17903 -3.35622 4.66833
C: -2.75101 -2.12607 4.68429
C: -2.52480 -1.22620 3.61044
N: -1.79785 -1.45782 2.53994
C: -1.20370 -2.70803 2.48213
N: -0.45601 -3.08445 1.46540
H: -2.31196 -4.08051 5.46105
H: -3.37578 -1.80166 5.50422
H: -2.97933 -0.24564 3.66548

## Properties
- spin multiplicity = 2
- total charge = +3
- orbital gap (spin up / spin down) (eV) = 7.4 / 6.1

---

Number 1: energy -551.541589 Ha. Number 2: energy -271.666085 Ha. Number 3: energy -714.466717 Ha. Number 4: energy -681.936772 Ha. Number 5: energy -249.650196 Ha. Number 6: energy -343.901762 Ha. Number 7: energy -1470.465137 Ha. Number 8: energy -6694.353573 Ha.